ORCA calculation (ωB97M-V with the def2-TZVPD basis set) on C3H6N2S3 as an isolated structure at a distorted geometry.

As for the energy above the lowest of the compared OMol25 structures with the same formula, charge and spin: 3.288 eV. For the HOMO energy, the calculation gives -8.636 eV. The frontier orbital gap is 8.5 eV. The value obtained for the LUMO energy is -0.1692 eV.

```
14
Properties=species:S:1:pos:R:3:forces:R:3:nbo_charge:R:1
C 1.938743 -1.407440 -2.295511 4.0470 -0.7722 -1.6416 -0.70
C 1.172016 -0.479703 -1.411299 -2.7469 -5.4568 1.9126 0.03
C -0.605372 -0.424330 0.418910 -0.0834 -3.3897 -1.9292 0.29
H 2.207539 -2.635480 -2.150326 -1.7286 3.5869 -0.1608 0.26
H 1.354314 -1.059744 -3.201082 1.0695 -1.6168 0.0168 0.27
H 3.133569 -0.934237 -2.477817 -3.8076 -1.2210 0.5988 0.26
H 0.030191 -2.191485 -0.649251 -0.2501 4.2244 -0.3943 0.44
H 0.252130 1.289545 -0.146744 0.3469 0.6757 -0.4119 0.39
H -1.609857 0.711798 2.405102 -0.5911 -1.2950 0.5029 0.15
N 0.010352 -1.037100 -0.765447 2.1608 -2.7515 0.5943 -0.62
N -0.324197 0.828073 0.536562 -2.5628 0.7642 3.5605 -0.70
S 1.485470 1.025941 -1.434584 2.3680 4.8781 -1.2093 0.04
S -1.576467 -1.510103 1.295658 0.6335 1.1576 -0.1642 -0.27
S -1.046710 1.743639 1.860783 1.1449 1.2159 -1.2745 0.17
```
Positions in Å, forces in eV/Å.

***

ORCA calculation (ωB97M-V with the def2-TZVPD basis set) on a 2-piece molecular cluster, C2H4Cl4 overall.

As for the energy above the lowest of the compared OMol25 structures with the same formula, charge and spin: 0.018 eV. For the HOMO energy, the calculation gives -10.847 eV. The frontier orbital gap is 11.6 eV. The value obtained for the LUMO energy is 0.7174 eV. As for the SMILES: ClCCl.ClCCl.

```
10
Properties=species:S:1:pos:R:3:forces:R:3:nbo_charge:R:1
C 1.543635 0.538613 -1.807076 -0.0316 0.1571 0.0297 -0.39
Cl 0.763507 1.884136 -0.962194 -0.0157 0.0024 0.0126 -0.02
Cl 1.364233 -0.979964 -0.923395 0.0297 -0.0864 -0.0359 -0.02
H 1.075403 0.441502 -2.778427 0.0044 -0.0757 -0.0004 0.22
H 2.599292 0.762341 -1.895110 0.0117 -0.0268 0.0049 0.22
C -1.476395 -0.589405 1.530463 0.1254 -0.0086 0.1948 -0.39
Cl -2.437392 0.820980 1.992489 0.0153 -0.0118 -0.0215 -0.03
Cl -0.479141 -1.192506 2.871131 -0.0751 0.0241 -0.0641 -0.03
H -2.152654 -1.381458 1.236501 -0.0011 -0.0003 -0.0440 0.22
H -0.800488 -0.304238 0.735619 -0.0629 0.0259 -0.0762 0.23
```
Positions in Å, forces in eV/Å.

***

ORCA calculation (ωB97M-V with the def2-TZVPD basis set) on one molecule with the formula C5H8N2O at a distorted geometry.

As for the energy above the lowest of the compared OMol25 structures with the same formula, charge and spin: 5.497 eV. For the HOMO energy (alpha / beta), the calculation gives -8.333 / -9.442 eV. The frontier orbital gap (alpha / beta) is 6.9 / 8.9 eV. The value obtained for the LUMO energy (alpha / beta) is -1.4624 / -0.5208 eV.

```
16
Properties=species:S:1:pos:R:3:forces:R:3:nbo_charge:R:1
C 0.796266 -1.141779 2.196355 -1.0235 -0.9124 4.0097 0.74
C -0.609714 0.429150 0.983901 -0.8554 0.0023 -0.7300 -0.28
C -0.002103 -0.019326 -0.311432 1.3015 2.1298 2.0578 -0.05
C 0.874956 1.128601 -0.865908 2.5218 -1.9398 0.3958 -0.60
C -1.083890 -0.364118 -1.246194 1.1945 -0.8916 -2.8453 -0.61
N 1.036489 -1.592618 1.061484 0.8099 -0.3757 1.5286 -0.29
N 0.960237 -1.115784 -0.078456 -0.5151 -0.0143 -3.9452 -0.13
O 0.647132 -1.298504 3.378688 0.2906 0.8079 -2.5127 -0.48
H -1.512319 -0.118576 1.220652 0.0553 -0.2006 0.7161 0.18
H -0.722086 1.490819 1.102165 0.2169 0.3578 0.4320 0.19
H 1.508637 0.800074 -1.756091 -1.1765 0.4227 0.9246 0.23
H 1.634564 1.262389 -0.048080 -0.5731 0.4863 -0.7786 0.21
H 0.330928 2.020514 -1.048803 -0.4922 0.7726 -0.2140 0.21
H -0.451868 -0.954582 -1.978319 -1.3381 0.4971 -0.0272 0.24
H -1.585991 0.476954 -1.752526 0.5087 -0.1827 0.3316 0.22
H -1.821237 -1.003212 -0.857437 -0.9253 -0.9593 0.6569 0.21
```
Positions in Å, forces in eV/Å.

***

ORCA calculation (ωB97M-V with the def2-TZVPD basis set) on an isolated ion of composition C7H13N and charge +1 at a distorted geometry.

As for the expectation value of S²: 0.79. As for the energy above the lowest of the compared OMol25 structures with the same formula, charge and spin: 7.079 eV. Its net charge is +1. For the HOMO energy (alpha / beta), the calculation gives -13.113 / -13.108 eV. The frontier orbital gap (alpha / beta) is 5.8 / 5.5 eV. The spin multiplicity is 2. The value obtained for the LUMO energy (alpha / beta) is -7.3204 / -7.5586 eV.

```
21
Properties=species:S:1:pos:R:3:forces:R:3:nbo_charge:R:1
C -1.664910 -1.671874 0.072310 -0.3952 0.1749 1.4566 -0.60
C -0.894391 -0.590493 -0.651502 -4.6819 -1.8392 -3.6845 -0.08
C -1.207839 0.711779 0.012236 -0.9484 -0.4683 0.7188 -0.54
C -0.209912 0.662594 1.096403 2.4100 5.1343 -4.2465 0.27
C 1.147388 0.823175 0.345495 -0.3356 -1.3869 3.3059 -0.34
C 2.645195 -0.085993 0.277832 -1.9586 1.6837 2.6876 0.16
C 2.379796 1.020596 1.202854 2.1332 1.2639 -0.5638 -0.52
N -1.488363 -0.562368 -2.014776 0.1288 1.8967 1.5876 -0.84
H -1.550120 -1.430868 1.175404 -0.2418 -0.8366 -0.7764 0.19
H -2.741321 -1.427237 -0.187637 1.0250 -1.0291 0.4393 0.24
H -1.287755 -2.718312 -0.142933 -0.8375 1.2917 0.1433 0.25
H 0.071273 -0.901745 -0.698301 3.0426 -0.1645 -0.0052 0.19
H -1.075736 1.668577 -0.584489 0.1339 -1.0723 0.4820 0.31
H -2.290150 0.683611 0.294036 0.9142 0.2775 0.1114 0.27
H -0.479249 1.405068 1.873261 0.7390 -1.7290 1.3762 0.26
H 1.084499 1.257300 -0.635818 -0.3675 -0.2735 -0.3270 0.29
H 2.817383 -1.072006 0.667846 -0.2747 -0.8095 -0.7018 0.21
H 3.088401 1.923445 1.054282 -1.6087 -1.0491 0.1760 0.28
H 2.167615 0.810984 2.274619 0.5200 -0.1121 -0.7567 0.26
H -1.705178 -1.364396 -2.518882 -0.5309 -2.3113 -0.0695 0.38
H -0.853079 -0.116550 -2.601722 1.1339 1.3589 -1.3533 0.35
```
Positions in Å, forces in eV/Å.

***

ORCA calculation (ωB97M-V with the def2-TZVPD basis set) on one molecule with the formula C2H9N2OP at a distorted geometry.

As for the energy above the lowest of the compared OMol25 structures with the same formula, charge and spin: 1.183 eV. For the HOMO energy, the calculation gives -8.480 eV. The frontier orbital gap is 9.2 eV. The value obtained for the LUMO energy is 0.7630 eV. As for the SMILES: CP(C)(=O)NN.

```
15
Properties=species:S:1:pos:R:3:forces:R:3:nbo_charge:R:1
C -1.579280 0.149144 1.358003 0.4684 0.2866 -0.5748 -1.01
C -0.994466 -0.456507 -1.502289 0.2664 0.4752 0.6053 -1.01
N 2.280608 0.582813 -0.341529 0.2674 0.0980 -0.1915 -0.70
N 1.328412 -0.018817 0.559645 -3.6682 0.7917 -0.7006 -0.71
O -0.477552 2.014759 -0.378269 0.1215 0.8152 -0.2481 -1.09
P -0.531165 0.588014 -0.067254 2.7723 -2.2012 1.2721 1.97
H -1.620315 -0.919906 1.527450 0.0208 -0.1876 0.0183 0.24
H -1.169080 0.655718 2.227718 0.0315 -0.0081 0.0426 0.27
H -2.573926 0.540553 1.152565 -0.0906 -0.0367 -0.0046 0.25
H -0.990417 -1.514567 -1.261290 -0.0036 -0.1085 0.0529 0.24
H -1.986385 -0.141485 -1.820139 -0.0909 -0.0256 -0.0306 0.25
H -0.285482 -0.249460 -2.301357 0.0406 -0.0149 -0.0029 0.26
H 3.063305 0.870305 0.248439 -0.2909 0.0833 -0.1725 0.35
H 1.858451 1.445888 -0.688240 0.1489 -0.0664 0.1057 0.36
H 1.341353 -1.022781 0.378393 0.0065 0.0989 -0.1712 0.33
```
Positions in Å, forces in eV/Å.

***

ORCA calculation (ωB97M-V with the def2-TZVPD basis set) on C20H21N6O2SV as an isolated structure.

As for the expectation value of S²: 2.02. Its net charge is +2. For the HOMO energy (alpha / beta), the calculation gives -14.337 / -14.378 eV. The frontier orbital gap (alpha / beta) is 7.1 / 7.5 eV. The spin multiplicity is 3. The value obtained for the LUMO energy (alpha / beta) is -7.2187 / -6.8372 eV.

```
51
Properties=species:S:1:pos:R:3:forces:R:3:nbo_charge:R:1
V 0.891751 0.512277 0.611549 0.1055 0.0493 -0.0106 1.31
C 2.312668 4.651477 0.650100 -0.0448 -0.0063 0.0399 -0.69
C 2.013562 3.224185 0.363198 0.0212 -0.0375 -0.1113 0.31
N 1.141729 2.531110 1.006279 -0.0445 0.0856 0.0936 -0.34
N 0.456532 3.121498 2.042026 0.0641 0.0165 -0.0526 -0.40
C 0.151706 2.239575 2.951267 -0.0657 0.0319 0.0954 0.33
N -0.505243 2.613652 4.049306 0.0143 0.0180 -0.0329 -0.75
S 0.593365 0.518645 2.841369 -0.0027 -0.0287 0.1061 -0.10
C 2.737997 2.430338 -0.660531 -0.0143 0.0067 0.0484 0.17
C 3.704167 2.945601 -1.499292 -0.0472 -0.0327 -0.0409 -0.20
C 4.342329 2.097672 -2.400406 -0.0047 0.0291 0.0158 -0.08
C 4.003188 0.757784 -2.433899 -0.0067 -0.0190 0.0013 -0.22
C 3.032477 0.304205 -1.558805 0.0066 -0.0193 -0.0105 0.09
N 2.413631 1.112040 -0.691714 0.0009 -0.0490 -0.0275 -0.55
H 2.283566 4.819285 1.725165 -0.0071 0.0042 -0.0069 0.28
H 3.279309 4.955483 0.261820 0.0115 0.0018 0.0060 0.24
H 1.542633 5.288243 0.208085 -0.0003 0.0001 -0.0041 0.27
H -0.705983 3.590702 4.195058 -0.0034 -0.0014 0.0016 0.43
H -0.699674 1.961063 4.787944 0.0060 -0.0071 -0.0031 0.43
H 3.958149 3.993686 -1.463064 -0.0006 0.0082 -0.0052 0.25
H 5.098779 2.489344 -3.067057 0.0023 -0.0012 -0.0026 0.26
H 4.475855 0.070003 -3.119518 0.0010 -0.0014 -0.0003 0.26
H 2.731680 -0.736154 -1.547836 0.0058 0.0024 -0.0062 0.22
O -5.433319 -1.421559 -1.080206 0.0232 -0.0091 0.0020 -0.72
C -5.130442 -0.050782 -1.069184 0.0014 0.0030 -0.0058 -0.11
C -3.677667 0.117768 -0.738505 -0.0131 -0.0060 0.0115 0.11
C -3.117351 1.388220 -0.626606 0.0178 0.0109 0.0010 -0.22
C -1.785010 1.506979 -0.310597 -0.0062 -0.0171 -0.0072 0.08
N -0.997154 0.433591 -0.125697 -0.0290 0.1149 0.0267 -0.56
C -1.526634 -0.805219 -0.239902 -0.0511 -0.0522 0.0479 0.28
C -2.861707 -0.991251 -0.531844 0.0673 0.0565 -0.0612 -0.23
C -0.580312 -1.923431 0.001809 0.0550 -0.0655 -0.0712 0.18
C -0.929077 -3.254830 -0.113913 -0.0135 0.0295 -0.0031 -0.21
C 0.023167 -4.237428 0.131176 0.0582 0.0067 0.0125 0.09
C -0.316604 -5.698249 -0.016674 0.0173 -0.0539 -0.0227 -0.11
O -1.671630 -5.892929 -0.327204 -0.0366 0.0855 0.0195 -0.71
C 1.309514 -3.838736 0.488752 -0.0361 0.0047 -0.0086 -0.22
C 1.588683 -2.494743 0.584883 -0.0038 -0.0020 0.0094 0.07
N 0.670727 -1.547617 0.340387 0.0030 -0.1109 -0.0425 -0.55
H -6.357763 -1.551755 -1.313222 -0.0208 0.0012 -0.0050 0.50
H -5.719549 0.495436 -0.322869 0.0030 0.0067 -0.0032 0.21
H -5.313251 0.420655 -2.042597 -0.0083 0.0005 0.0056 0.21
H -3.712040 2.280095 -0.771638 -0.0112 -0.0044 -0.0019 0.25
H -1.316370 2.474298 -0.183902 -0.0067 -0.0009 -0.0032 0.23
H -3.290989 -1.977867 -0.606455 -0.0092 0.0006 -0.0096 0.27
H -1.924462 -3.561048 -0.398809 -0.0039 0.0012 0.0090 0.27
H -0.009504 -6.231933 0.886764 -0.0115 0.0225 0.0104 0.21
H 0.291137 -6.095653 -0.836535 0.0042 -0.0103 0.0088 0.22
H -2.126660 -6.320954 0.403550 0.0124 -0.0554 -0.0139 0.49
H 2.085684 -4.564038 0.694375 0.0012 0.0006 0.0004 0.25
H 2.574420 -2.148742 0.873621 0.0000 -0.0076 0.0013 0.22
```
Positions in Å, forces in eV/Å.

***

ORCA calculation (ωB97M-V with the def2-TZVPD basis set) on CHN4S as an isolated structure at a distorted geometry.

As for the expectation value of S²: 2.01. As for the energy above the lowest of the compared OMol25 structures with the same formula, charge and spin: 1.748 eV. Its net charge is -1. For the HOMO energy (alpha / beta), the calculation gives -0.279 / -3.176 eV. The frontier orbital gap (alpha / beta) is 4.1 / 5.2 eV. The spin multiplicity is 3. The value obtained for the LUMO energy (alpha / beta) is 3.8539 / 2.0296 eV.

```
7
Properties=species:S:1:pos:R:3:forces:R:3:nbo_charge:R:1
C -1.352970 -0.009512 -0.001324 2.8135 3.7166 -0.0194 -0.06
N -0.731153 -1.091524 -0.002700 1.5369 -1.2254 0.0352 -0.27
N 0.204903 1.194299 -0.003746 -6.3925 3.6474 -0.0157 -0.40
N 0.571007 -1.056877 0.002234 -0.7270 -3.7947 -0.0247 -0.31
N 1.006220 0.238787 0.000904 3.6372 -2.7446 0.0276 -0.32
S 2.662628 0.407781 0.002559 -0.3969 0.2481 -0.0004 0.19
H -2.360636 0.317046 0.002070 -0.4711 0.1526 -0.0025 0.18
```
Positions in Å, forces in eV/Å.